The following is a quantum chemistry calculation of a 2-piece molecular cluster, C3H9N2 overall at a distorted geometry, from the Open Molecules 2025 dataset.

Properties
M, g mol⁻¹: 73.1
Spin multiplicity: 1
ΔE to the lowest compared entry with this formula, charge and spin, kcal per mole: 74.39
Lowest unoccupied orbital energy, eV: -4.42
Energy, Ha: -228.86826
Net charge: +1

```
14
Properties=species:S:1:pos:R:3:forces:R:3
N 1.45944 -0.29231 -0.70398 -0.344 0.439 0.324
C 0.13787 -0.28898 -1.11679 -0.603 -0.667 -0.082
H 0.34403 0.38895 2.54126 0.178 -0.090 -0.161
H 2.02891 -0.95295 -1.21545 0.088 -0.172 0.317
H -2.00779 -0.70794 0.11393 -0.261 0.231 0.136
H 1.88098 0.61292 -0.56564 0.344 -0.016 -0.503
H 0.63370 -0.89772 1.56523 -0.280 -0.231 -0.128
H -0.21096 0.28490 -1.96934 0.152 0.402 0.250
C -1.53498 0.25570 -0.03662 0.082 -0.442 -0.782
N -0.05711 -0.19056 1.80913 0.116 0.177 0.210
H -0.26414 -1.29485 -1.08611 0.092 -0.150 -0.515
H -1.98230 0.97901 -0.71091 0.162 -0.187 -0.008
H 0.07137 1.51015 0.61635 -0.748 0.522 0.072
C -0.49903 0.59369 0.75894 1.020 0.184 0.871
```
Positions in Å, forces in eV/Å.